1.
Formula: C27H78N8O13
Source: the Open Molecules 2025 dataset
Level of theory: wB97M-V/def2-TZVPD

Last column: Löwdin charge in e.
Geometry (Å):
C -19.36 -13.56 -1.95  -0.611
O -19.98 -12.65 -2.46  0.008
N -18.67 -14.53 -2.66  0.205
N -19.45 -13.77 -0.58  0.162
H -18.93 -14.53 -3.61  0.065
H -18.57 -15.36 -2.13  0.093
H -18.96 -14.54 -0.13  0.100
H -19.83 -13.04 0.01  0.108
C -17.09 -11.97 -8.69  -0.683
O -17.02 -10.74 -8.63  -0.013
N -16.07 -12.74 -8.30  0.209
N -18.27 -12.53 -9.01  0.203
H -15.16 -12.32 -8.21  0.074
H -15.95 -13.71 -8.64  0.113
H -19.07 -11.89 -9.15  0.103
H -18.30 -13.53 -9.04  0.078
C -18.15 -15.09 -7.27  -0.680
O -17.35 -15.45 -8.14  -0.011
N -17.79 -14.48 -6.10  0.193
N -19.47 -15.39 -7.36  0.174
H -16.88 -14.07 -6.16  0.056
H -18.51 -13.88 -5.77  0.042
H -20.11 -15.27 -6.57  0.063
H -19.76 -15.93 -8.14  0.095
C -13.29 -10.09 -7.27  -0.702
O -13.32 -11.23 -7.74  -0.009
N -12.25 -9.64 -6.58  0.168
N -14.30 -9.21 -7.42  0.194
H -12.29 -8.78 -6.05  0.079
H -11.38 -10.12 -6.80  0.122
H -15.20 -9.51 -7.80  0.095
H -14.19 -8.42 -6.83  0.036
C -23.27 -16.63 -4.91  -0.034
C -22.98 -15.12 -5.04  -0.440
C -22.62 -14.48 -3.70  -0.051
O -21.88 -15.02 -5.97  -0.099
H -22.43 -17.24 -4.80  0.057
H -23.85 -16.87 -5.78  0.075
H -23.68 -16.79 -3.90  0.082
H -23.78 -14.51 -5.49  0.143
H -22.73 -13.40 -3.64  0.075
H -21.57 -14.78 -3.52  0.075
H -23.24 -14.96 -2.90  0.087
H -21.77 -14.11 -6.22  0.063
C -20.54 -8.59 -1.17  -0.040
C -21.06 -9.67 -0.22  -0.436
C -22.09 -9.15 0.80  -0.057
O -21.68 -10.87 -0.80  -0.072
H -19.96 -7.95 -0.56  0.066
H -21.31 -8.12 -1.73  0.063
H -19.91 -9.02 -1.94  0.067
H -20.17 -9.97 0.29  0.111
H -22.41 -10.01 1.40  0.081
H -23.01 -8.76 0.45  0.060
H -21.70 -8.31 1.38  0.075
H -21.06 -11.32 -1.38  0.022
C -13.44 -12.32 -3.89  -0.056
C -14.25 -12.96 -5.04  -0.499
C -13.48 -14.09 -5.73  -0.036
O -15.52 -13.40 -4.65  -0.039
H -12.82 -13.07 -3.33  0.083
H -14.12 -11.90 -3.13  0.070
H -12.72 -11.53 -4.17  0.065
H -14.29 -12.16 -5.74  0.091
H -12.51 -13.75 -6.04  0.074
H -14.02 -14.35 -6.58  0.041
H -13.39 -15.01 -5.07  0.106
H -15.99 -12.60 -4.58  0.016
C -17.62 -6.75 -8.23  -0.039
C -18.38 -7.17 -6.99  -0.529
C -18.08 -6.31 -5.83  -0.048
O -19.77 -7.25 -7.29  -0.061
H -17.93 -7.38 -9.10  0.080
H -16.58 -6.91 -8.08  0.066
H -17.80 -5.71 -8.48  0.088
H -17.97 -8.16 -6.85  0.122
H -18.33 -6.73 -4.80  0.109
H -18.83 -5.54 -5.99  0.090
H -17.09 -5.92 -5.98  0.064
H -19.96 -7.99 -7.89  0.057
C -14.65 -8.62 -3.78  -0.056
C -14.50 -7.22 -4.23  -0.513
C -13.91 -6.30 -3.20  -0.053
O -13.73 -7.14 -5.43  -0.101
H -15.05 -8.52 -2.73  0.104
H -13.67 -9.15 -3.68  0.086
H -15.31 -9.26 -4.43  0.090
H -15.53 -6.81 -4.45  0.130
H -12.85 -6.41 -3.06  0.084
H -14.38 -6.42 -2.25  0.073
H -14.09 -5.29 -3.52  0.078
H -13.29 -6.25 -5.57  0.139
C -18.93 -9.61 -11.34  -0.047
C -20.08 -9.32 -10.44  -0.520
C -21.36 -10.19 -10.58  -0.029
O -19.71 -9.51 -9.13  -0.116
H -19.13 -9.17 -12.26  0.064
H -18.66 -10.67 -11.41  0.094
H -18.02 -9.17 -11.00  0.069
H -20.37 -8.27 -10.61  0.141
H -22.10 -9.72 -9.97  0.053
H -21.15 -11.22 -10.22  0.081
H -21.68 -10.29 -11.67  0.099
H -18.74 -9.74 -8.98  0.088
C -23.27 -7.54 -4.74  -0.045
C -22.37 -8.66 -5.26  -0.435
C -22.53 -8.73 -6.82  -0.054
O -21.00 -8.45 -4.90  -0.080
H -22.88 -6.57 -5.01  0.083
H -23.43 -7.54 -3.68  0.059
H -24.24 -7.66 -5.24  0.081
H -22.64 -9.58 -4.84  0.114
H -23.56 -9.05 -6.97  0.075
H -21.92 -9.53 -7.29  0.070
H -22.31 -7.84 -7.41  0.080
H -20.70 -7.82 -5.53  0.030
C -18.49 -10.77 -4.77  -0.163
C -19.69 -11.17 -5.57  -0.211
O -20.11 -12.52 -5.32  -0.099
O -17.30 -11.37 -5.39  -0.050
H -18.59 -11.14 -3.78  0.092
H -18.48 -9.65 -4.67  0.121
H -19.42 -11.09 -6.63  0.112
H -20.47 -10.37 -5.40  0.108
H -20.30 -12.61 -4.35  0.061
H -17.35 -11.31 -6.29  -0.002

Computed properties:
Frontier orbital gap = 9.70 eV
Structure (SMILES) = NC(N)=O.NC(N)=O.NC(N)=O.NC(N)=O.CC(C)O.CC(C)O.CC(C)O.CC(C)O.CC(C)O.CC(C)O.CC(C)O.OCCO
Molecular weight = 722.96 g mol⁻¹
E_tot = -67805.856 eV

***

2.
Formula: C27H81InN3O11
Source: the Open Molecules 2025 dataset
Level of theory: wB97M-V/def2-TZVPD

Last column: Löwdin charge in e.
Geometry (Å):
N -2.33 4.45 -0.44  0.139
C -1.39 3.63 -0.44  -0.544
N -0.48 3.66 -1.52  0.089
N -1.23 2.68 0.60  0.018
C -1.13 1.29 0.16  -0.238
C 0.07 0.62 0.76  -0.200
C 1.35 1.16 0.11  -0.319
C 2.39 1.56 1.18  -0.348
In 2.45 3.80 1.33  0.301
H -2.88 4.28 0.41  0.041
H 0.39 4.12 -1.28  -0.001
H -0.31 2.74 -1.91  0.062
H -0.47 2.94 1.22  0.058
H -1.12 1.16 -0.92  0.070
H -2.01 0.75 0.52  0.103
H 0.06 -0.45 0.61  0.098
H 0.05 0.82 1.82  0.103
H 1.05 2.07 -0.41  0.024
H 1.75 0.49 -0.64  0.093
H 3.35 1.16 0.89  0.004
H 2.13 1.14 2.13  0.006
H 2.14 4.49 -0.32  -0.119
H 4.02 4.40 1.98  -0.150
H 1.08 4.26 2.38  -0.099
C 1.78 -3.84 1.02  -0.094
C 2.83 -3.01 0.30  -0.319
O 2.99 -1.73 0.90  -0.077
H 0.82 -3.32 1.02  0.079
H 1.66 -4.81 0.54  0.070
H 2.06 -3.99 2.07  0.053
H 2.54 -2.84 -0.73  0.109
H 3.80 -3.53 0.31  0.104
H 3.26 -1.86 1.82  0.088
C -1.89 -1.02 -4.87  -0.088
C -1.78 -1.35 -3.39  -0.306
O -1.36 -0.20 -2.64  -0.094
H -0.94 -0.66 -5.25  0.071
H -2.20 -1.89 -5.44  0.061
H -2.62 -0.22 -5.03  0.075
H -1.04 -2.13 -3.23  0.115
H -2.74 -1.70 -3.00  0.086
H -2.02 0.49 -2.77  0.081
C -6.38 6.50 -1.56  -0.097
C -6.52 5.92 -0.16  -0.332
O -5.99 4.61 -0.08  -0.089
H -6.88 5.86 -2.28  0.072
H -6.80 7.50 -1.61  0.068
H -5.32 6.55 -1.84  0.075
H -7.58 5.86 0.12  0.105
H -6.01 6.56 0.57  0.107
H -5.06 4.66 -0.31  0.053
C 0.10 -7.04 4.29  -0.086
C 1.14 -6.21 3.57  -0.316
O 1.29 -4.93 4.19  -0.086
H -0.87 -6.53 4.29  0.083
H -0.03 -8.01 3.81  0.052
H 0.38 -7.20 5.33  0.059
H 0.85 -6.04 2.54  0.095
H 2.11 -6.72 3.57  0.111
H 1.56 -5.08 5.10  0.082
C 0.24 5.75 -4.42  -0.092
C 1.59 5.08 -4.55  -0.314
O 2.55 5.95 -5.15  -0.095
H -0.13 6.07 -5.40  0.070
H -0.49 5.07 -3.97  0.058
H 0.31 6.64 -3.80  0.075
H 1.52 4.20 -5.19  0.088
H 1.96 4.76 -3.58  0.106
H 2.64 6.72 -4.59  0.078
C 0.95 -10.79 6.36  -0.095
C 2.00 -9.93 5.68  -0.320
O 2.15 -8.68 6.33  -0.092
H -0.01 -10.27 6.38  0.074
H 0.83 -11.75 5.85  0.073
H 1.23 -10.99 7.40  0.071
H 1.71 -9.72 4.65  0.098
H 2.97 -10.45 5.66  0.109
H 2.42 -8.84 7.24  0.083
C -0.98 -10.88 1.67  -0.090
C -1.62 -10.50 2.99  -0.323
O -2.23 -9.22 2.93  -0.086
H -0.23 -10.14 1.39  0.075
H -0.50 -11.86 1.73  0.072
H -1.72 -10.91 0.87  0.072
H -0.88 -10.46 3.78  0.090
H -2.38 -11.25 3.27  0.108
H -2.90 -9.24 2.24  0.083
C 0.01 8.57 2.35  -0.095
C -0.21 7.09 2.63  -0.335
O 0.78 6.58 3.51  -0.138
H 1.00 8.74 1.93  0.066
H -0.75 8.95 1.66  0.069
H -0.05 9.15 3.28  0.065
H -0.13 6.51 1.71  0.093
H -1.20 6.92 3.06  0.106
H 0.72 7.07 4.34  0.076
C -5.92 -4.61 -2.92  -0.095
C -5.27 -3.31 -3.36  -0.317
O -4.05 -3.54 -4.06  -0.094
H -5.24 -5.17 -2.28  0.075
H -6.84 -4.43 -2.37  0.073
H -6.14 -5.25 -3.78  0.069
H -5.03 -2.69 -2.50  0.110
H -5.96 -2.75 -4.01  0.110
H -4.25 -4.08 -4.83  0.083
C 3.31 1.07 -6.40  -0.089
C 2.87 1.69 -7.72  -0.326
O 1.74 2.53 -7.54  -0.086
H 2.50 0.50 -5.96  0.072
H 4.17 0.41 -6.55  0.070
H 3.59 1.85 -5.69  0.075
H 2.57 0.91 -8.42  0.106
H 3.69 2.26 -8.16  0.106
H 1.99 3.23 -6.92  0.053
C 4.34 7.94 2.89  -0.100
C 5.77 7.55 2.55  -0.321
O 6.42 8.57 1.77  -0.099
H 3.77 8.12 1.99  0.074
H 3.85 7.16 3.47  0.069
H 4.33 8.87 3.48  0.067
H 5.77 6.65 1.95  0.096
H 6.35 7.37 3.45  0.104
H 6.42 9.38 2.30  0.067

Computed properties:
Frontier orbital gap = 5.83 eV
Molecular weight = 738.77 g mol⁻¹
E_tot = -61474.359 eV
Charge = -1

***

3.
Formula: C28H18AlClIN3O5S
Source: the Open Molecules 2025 dataset
Level of theory: wB97M-V/def2-TZVPD

Last column: Löwdin charge in e.
Geometry (Å):
Al -0.17 0.43 0.23  0.031
Cl -6.36 -2.43 -0.36  0.703
C -5.01 -1.34 -0.23  -0.603
C -5.24 -0.01 -0.04  -0.153
C -4.16 0.90 0.06  -0.632
I -4.52 2.93 0.35  0.945
C -2.86 0.47 -0.02  -0.361
O -1.78 1.22 0.06  -0.057
C -2.65 -0.92 -0.22  -0.114
N -1.33 -1.27 -0.30  0.121
C -1.02 -2.54 -0.46  -0.055
C -2.00 -3.54 -0.57  -0.018
C -3.32 -3.20 -0.50  0.008
C -3.69 -1.85 -0.33  -0.159
H -6.25 0.35 0.04  0.098
H 0.04 -2.77 -0.50  0.127
H -1.69 -4.56 -0.70  0.115
H -4.09 -3.95 -0.58  0.102
O 5.44 1.43 -0.47  -0.001
C 5.61 0.21 -0.75  -0.677
O 6.60 -0.45 -1.07  0.019
C 4.20 -0.40 -0.69  -0.051
C 3.38 -0.37 -1.83  0.018
C 2.01 -0.40 -1.69  -0.084
N 1.42 -0.50 -0.49  0.049
C 2.21 -0.69 0.60  -0.148
C 3.58 -0.69 0.53  0.078
C 1.46 -0.72 1.92  -0.493
O 1.94 -1.20 2.91  0.125
O 0.29 -0.10 1.85  0.031
H 3.82 -0.25 -2.81  0.129
H 1.35 -0.31 -2.54  0.126
H 4.15 -0.84 1.43  0.145
N 0.80 2.08 -0.03  -0.221
S 1.01 3.09 1.20  1.150
C 2.74 3.47 1.16  -0.403
C 3.53 2.84 2.11  -0.076
C 4.90 2.97 2.02  -0.063
C 5.46 3.70 0.98  -0.073
C 4.65 4.33 0.04  -0.060
C 3.28 4.22 0.12  -0.071
C 0.26 4.65 0.76  -0.391
C -0.61 4.71 -0.31  -0.079
C -1.22 5.92 -0.60  -0.068
C -0.96 7.04 0.18  -0.071
C -0.10 6.96 1.26  -0.067
C 0.52 5.76 1.57  -0.076
H 1.36 2.34 -0.83  0.074
H 3.07 2.24 2.89  0.116
H 5.54 2.47 2.74  0.117
H 6.54 3.76 0.89  0.118
H 5.10 4.89 -0.77  0.114
H 2.64 4.70 -0.61  0.117
H -0.82 3.82 -0.88  0.101
H -1.91 5.99 -1.44  0.110
H -1.44 7.99 -0.06  0.107
H 0.09 7.83 1.88  0.110
H 1.20 5.68 2.41  0.120

Computed properties:
Frontier orbital gap = 7.20 eV
Molecular weight = 697.87 g mol⁻¹
E_tot = -82096.405 eV

***

4.
Formula: C28H18N5O4Pb
Source: the Open Molecules 2025 dataset
Level of theory: wB97M-V/def2-TZVPD

Last column: Löwdin charge in e.
Geometry (Å):
Pb 11.31 9.87 8.04  1.382
O 11.71 5.94 10.06  0.026
C 11.30 6.78 9.26  -0.498
N 12.06 7.57 8.44  -0.030
C 13.42 7.36 8.37  -0.252
C 14.01 6.07 8.30  -0.037
C 15.38 5.93 8.22  -0.138
C 16.18 7.05 8.14  -0.140
C 15.65 8.29 8.29  -0.046
C 14.27 8.46 8.37  -0.265
N 13.68 9.69 8.52  -0.040
C 14.36 10.70 9.16  -0.457
O 15.35 10.52 9.89  0.000
C 13.78 12.07 8.95  -0.200
C 14.45 13.12 9.59  0.003
C 14.05 14.43 9.33  -0.064
C 12.96 14.63 8.48  -0.077
C 12.41 13.53 7.84  -0.142
N 12.80 12.27 8.06  0.042
C 9.85 7.02 9.13  -0.191
C 8.91 6.25 9.86  0.007
C 7.61 6.35 9.47  -0.084
C 7.26 7.16 8.38  -0.064
C 8.25 7.97 7.84  -0.147
N 9.52 7.93 8.22  -0.002
H 13.31 5.19 8.36  0.119
H 15.87 4.92 8.23  0.099
H 17.24 6.89 7.92  0.090
H 16.30 9.16 8.26  0.104
H 15.32 12.95 10.26  0.124
H 14.50 15.27 9.85  0.099
H 12.54 15.60 8.30  0.092
H 11.61 13.65 7.13  0.091
H 9.25 5.59 10.64  0.115
H 6.83 5.75 10.00  0.115
H 6.28 7.17 7.96  0.088
H 8.02 8.65 7.02  0.108
O 9.38 11.44 11.72  0.013
C 9.61 11.19 10.53  -0.604
O 10.57 10.45 10.14  -0.206
C 8.70 11.90 9.53  -0.165
C 7.50 12.46 10.08  -0.003
C 6.53 12.94 9.25  -0.007
C 6.87 13.06 7.86  -0.161
C 5.98 13.60 6.93  -0.067
C 6.31 13.62 5.61  -0.113
C 7.50 13.09 5.11  -0.111
C 8.46 12.61 5.96  -0.011
C 8.16 12.56 7.40  -0.182
N 9.02 11.92 8.24  0.114
H 7.40 12.46 11.15  0.110
H 5.54 13.24 9.69  0.126
H 5.01 13.95 7.29  0.117
H 5.61 14.06 4.92  0.097
H 7.73 13.14 4.03  0.111
H 9.47 12.40 5.59  0.108

Computed properties:
Frontier orbital gap = 5.76 eV
Molecular weight = 695.68 g mol⁻¹
E_tot = -50220.220 eV
Charge = -1

***

5.
Formula: C28H19Cl3IrN7O3SSe
Source: the Open Molecules 2025 dataset
Level of theory: wB97M-V/def2-TZVPD

Last column: Löwdin charge in e.
Geometry (Å):
Ir 1.95 -1.04 -1.14  1.497
Se -2.90 -2.67 -6.72  1.252
N -2.80 -3.18 -5.02  -0.200
C -1.72 -2.64 -4.52  -0.332
C -1.29 -2.82 -3.14  -0.056
C -2.02 -3.52 -2.17  0.068
C -1.54 -3.59 -0.88  0.008
C -0.32 -2.98 -0.57  -0.070
N 0.39 -2.32 -1.49  -0.065
C -0.11 -2.23 -2.75  -0.131
C 0.66 -1.40 -3.65  -0.122
N 1.76 -0.82 -3.11  -0.056
C 2.50 0.01 -3.84  -0.059
C 2.17 0.29 -5.16  0.018
C 1.05 -0.29 -5.72  0.072
C 0.27 -1.17 -4.96  -0.053
C -0.94 -1.83 -5.43  -0.333
N -1.40 -1.71 -6.64  -0.199
H -2.96 -3.99 -2.45  0.140
H -2.07 -4.11 -0.11  0.118
H 0.10 -3.04 0.43  0.129
H 3.38 0.43 -3.37  0.129
H 2.79 0.98 -5.72  0.134
H 0.75 -0.07 -6.74  0.141
Cl 3.64 5.74 3.53  0.732
C 2.34 4.65 3.28  -0.659
C 1.03 5.11 3.28  -0.077
C 0.00 4.20 3.12  -0.025
C 0.23 2.84 2.94  -0.175
C -1.03 1.99 2.78  -0.286
C -1.61 2.13 1.36  -0.017
N -0.61 1.72 0.36  -0.018
C 0.07 2.55 -0.50  0.006
C 0.98 1.79 -1.15  -0.061
N 0.85 0.50 -0.67  -0.124
C -0.12 0.48 0.23  -0.119
O -0.80 0.63 3.04  -0.167
C -1.87 -0.02 3.76  -0.143
C -1.59 -1.49 3.75  -0.324
C -0.82 -2.13 4.68  -0.966
Cl -0.01 -1.40 5.99  0.715
S -0.73 -3.81 4.42  1.049
C -1.72 -3.70 3.03  -0.425
C -2.10 -2.41 2.79  -0.162
C 1.56 2.41 2.90  -0.538
Cl 2.05 0.76 2.62  0.759
C 2.60 3.31 3.09  -0.123
H 0.83 6.17 3.42  0.118
H -1.02 4.56 3.16  0.129
H -1.77 2.40 3.47  0.161
H -1.88 3.16 1.15  0.141
H -2.49 1.50 1.25  0.140
H -0.15 3.60 -0.57  0.147
H 1.71 2.06 -1.89  0.119
H -0.44 -0.36 0.83  0.139
H -2.83 0.18 3.28  0.134
H -1.90 0.36 4.78  0.129
H -2.00 -4.59 2.50  0.066
H -2.77 -2.12 1.98  0.111
H 3.62 2.95 3.09  0.110
O 3.56 0.09 -0.82  -0.255
N 4.11 -0.54 0.16  -0.103
O 3.41 -1.51 0.48  -0.169

Computed properties:
Frontier orbital gap = 5.37 eV
Molecular weight = 911.11 g mol⁻¹
E_tot = -162488.752 eV
Charge = +2

***

6.
Formula: C28H19Cl5N4O3PSScSe2
Source: the Open Molecules 2025 dataset
Level of theory: wB97M-V/def2-TZVPD

Last column: Löwdin charge in e.
Geometry (Å):
Sc 0.02 0.46 -1.02  0.528
Se 0.19 2.21 1.14  0.369
P -1.51 3.13 0.17  0.172
Se -1.67 2.41 -1.87  0.430
C -3.02 2.74 1.10  -0.440
C -4.14 2.20 0.47  -0.117
C -5.26 1.87 1.23  -0.075
C -5.26 2.08 2.60  -0.079
C -4.14 2.63 3.22  -0.073
C -3.03 2.96 2.47  -0.107
C -1.39 4.93 0.22  -0.399
C -0.14 5.55 0.17  -0.100
C -0.05 6.93 0.13  -0.072
C -1.21 7.70 0.15  -0.078
C -2.45 7.09 0.20  -0.075
C -2.55 5.71 0.23  -0.080
H -4.13 2.03 -0.59  0.064
H -6.13 1.45 0.74  0.108
H -6.13 1.82 3.19  0.104
H -4.15 2.79 4.29  0.107
H -2.15 3.36 2.96  0.104
H 0.75 4.94 0.16  0.080
H 0.92 7.40 0.10  0.107
H -1.14 8.78 0.13  0.105
H -3.35 7.69 0.22  0.105
H -3.52 5.23 0.27  0.108
N 4.82 -3.74 -4.45  0.121
C 3.56 -3.28 -4.14  -0.323
C 2.85 -3.85 -3.07  -0.021
C 1.61 -3.36 -2.72  -0.052
C 1.07 -2.28 -3.41  -0.298
C 1.77 -1.70 -4.46  -0.057
C 3.00 -2.20 -4.82  -0.036
S -0.48 -1.64 -2.91  0.629
O -1.58 -2.32 -3.52  -0.251
O -0.42 -0.17 -3.14  -0.426
N -0.37 -1.74 -1.33  -0.186
C -1.45 -1.81 -0.49  -0.468
N -2.26 -2.86 -0.40  0.167
C -3.19 -2.79 0.56  -0.097
C -3.30 -1.72 1.44  -0.030
C -2.42 -0.67 1.26  -0.091
N -1.52 -0.71 0.28  0.038
H 5.11 -4.63 -4.09  0.098
H 5.24 -3.44 -5.31  0.096
H 3.29 -4.68 -2.52  0.119
H 1.08 -3.79 -1.88  0.121
H 1.35 -0.84 -4.97  0.123
H 3.55 -1.73 -5.63  0.116
H -3.86 -3.63 0.63  0.115
H -4.05 -1.70 2.22  0.105
H -2.42 0.22 1.88  0.104
Cl 6.52 -3.04 -1.08  0.671
C 5.19 -1.94 -1.16  -0.721
C 4.17 -2.00 -0.22  -0.705
Cl 4.22 -3.17 1.05  0.696
C 3.09 -1.13 -0.31  -0.571
Cl 1.83 -1.13 0.87  0.766
C 2.97 -0.21 -1.36  -0.446
O 1.92 0.56 -1.47  -0.238
C 4.03 -0.14 -2.28  -0.607
Cl 3.91 1.03 -3.53  0.753
C 5.13 -0.99 -2.18  -0.703
Cl 6.41 -0.86 -3.32  0.693

Computed properties:
Frontier orbital gap = 8.20 eV
Molecular weight = 902.67 g mol⁻¹
E_tot = -275583.716 eV

***

Q: What is the molecular weight in the fifth record?
A: 911.11 g mol⁻¹

***

Q: The lowest frontier orbital gap belongs to which entry?
A: C28H19Cl3IrN7O3SSe

***

Q: The lowest frontier orbital gap belongs to which entry?
A: C28H19Cl3IrN7O3SSe